H20NO8 | ωB97M-V with the def2-TZVPD basis set

Its charge is +1. As for the lowest unoccupied orbital energy: -2.74 eV. For the calculated total energy, the calculation gives -18189.99434 eV. The value obtained for the frontier orbital gap is 10.73 eV. The energy above the lowest of the compared OMol25 structures with the same formula, charge and spin is 6.08 kcal per mole. The HOMO energy comes out at -13.473 eV.

Cartesian coordinates (Å):
N: 6.746849 -21.140473 8.369079
H: 7.211793 -21.598905 7.566373
H: 6.568170 -21.877523 9.055840
H: 5.803104 -20.812702 8.105695
H: 7.387460 -20.370101 8.665192
O: 8.100965 -20.405216 11.222304
H: 7.598424 -20.608907 12.020026
H: 8.908286 -19.986351 11.546300
O: 8.292014 -22.777262 6.710011
H: 7.939220 -22.352669 5.896703
H: 8.432576 -23.698874 6.464483
O: 8.755704 -19.437196 8.238170
H: 9.532358 -18.984993 8.587526
H: 8.586234 -19.007244 7.388305
O: 8.346244 -22.884205 9.980006
H: 8.782941 -22.126253 10.396785
H: 8.405033 -23.587888 10.635517
O: 7.201141 -21.170694 4.798882
H: 7.366113 -20.666772 3.992358
H: 6.646878 -21.909270 4.511023
O: 4.777928 -22.769239 10.224364
H: 4.646309 -22.182932 10.977985
H: 5.305068 -23.497767 10.573944
O: 4.038538 -20.346864 8.169548
H: 3.438962 -20.859306 7.613524
H: 3.571994 -19.519233 8.335497
O: 10.782168 -21.314649 6.309704
H: 9.911640 -21.499277 6.694048
H: 11.341202 -21.083481 7.057944

Force components x, y, z for each atom (eV/Å):
-0.4966 -0.0960 -0.6407
-0.1714 -0.1013 0.5145
0.4900 0.1870 0.3743
0.2733 0.3253 0.0482
-0.5132 -0.6444 0.2865
0.2471 0.1127 0.1406
0.0244 0.0267 -0.0433
-0.1435 0.1043 0.0317
-0.4923 0.1534 -0.6927
0.6650 -0.1414 0.2503
0.1358 0.0184 0.2434
0.2979 0.4745 -0.2820
-0.0843 -0.0480 0.0425
0.1361 -0.0611 0.0619
0.0518 -0.2189 0.1287
-0.3152 -0.0502 -0.0209
0.0975 -0.0359 -0.1212
-0.3860 -0.2253 -0.1347
0.1744 -0.0169 0.1003
-0.1199 0.2551 -0.1522
0.3667 0.0557 -0.0060
-0.1253 -0.0374 -0.0544
-0.1238 -0.0219 -0.0111
-0.2395 0.0831 -0.1786
0.0193 -0.0222 0.1198
0.0976 -0.0201 0.0007
-0.1856 0.2249 0.1184
0.2848 -0.2232 -0.0518
0.0351 -0.0569 -0.0723

Table of Löwdin atomic charges, one value per atom, all in e: 0.259, 0.072, 0.077, 0.081, 0.076, -0.047, 0.064, 0.065, -0.068, 0.011, 0.084, -0.041, 0.079, 0.081, -0.061, 0.016, 0.053, -0.039, 0.077, 0.069, -0.048, 0.049, 0.046, -0.042, 0.070, 0.069, -0.065, -0.017, 0.032



H20NO8 | ωB97M-V with the def2-TZVPD basis set

Its charge is +1. As for the lowest unoccupied orbital energy: -3.48 eV. For the calculated total energy, the calculation gives -18188.62058 eV. The value obtained for the frontier orbital gap is 11.07 eV. The energy above the lowest of the compared OMol25 structures with the same formula, charge and spin is 37.76 kcal per mole. The HOMO energy comes out at -14.551 eV.

Cartesian coordinates (Å):
N: 1.136759 -0.440241 0.423862
H: 1.545759 0.223759 -0.197138
H: 1.764759 -0.947241 0.924862
H: 0.574759 -0.996241 -0.148138
H: 0.498759 0.012759 1.023862
O: 0.228759 -1.737241 -2.574138
H: -0.463241 -1.297241 -2.028138
H: -0.159241 -2.535241 -2.902138
O: -0.353241 -3.368241 0.666862
H: -1.213241 -3.115241 0.503862
H: -0.340241 -3.597241 1.548862
O: 2.862759 2.322759 -1.409138
H: 1.947759 2.075759 -1.659138
H: 2.726759 3.024759 -0.784138
O: 0.090759 2.689759 0.826862
H: -0.568241 2.921759 0.138862
H: 0.928759 3.079759 0.476862
O: -0.439241 -1.167241 3.668862
H: 0.496759 -0.899241 3.671862
H: -0.983241 -0.734241 3.044862
O: -1.784241 0.485759 1.882862
H: -2.690241 0.827759 1.844862
H: -1.248241 1.165759 2.379862
O: 0.754759 1.169759 -2.577138
H: 0.630759 0.305759 -2.970138
H: 0.139759 1.721759 -3.085138
O: -1.673241 -0.514241 -0.923138
H: -2.029241 0.306759 -1.257138
H: -2.383241 -0.985241 -0.513138

Force components x, y, z for each atom (eV/Å):
-1.2884 1.8453 -1.2586
0.9130 1.0315 -0.4946
2.5125 -2.0375 1.6409
-1.1960 -1.9813 -1.2473
-1.0639 1.0884 1.0623
0.0900 1.5202 0.9210
0.1488 -0.6430 -0.5851
-0.3017 -0.7623 -0.3381
2.8347 0.3987 -2.4448
-2.9637 0.6883 -0.6471
0.1832 -0.9032 3.1593
-0.8374 -0.6149 0.1721
0.7461 -0.0569 -0.4403
0.4396 0.7273 0.4025
0.5575 0.3447 -1.1336
0.4906 -0.1594 0.6418
-1.0150 -0.3360 0.5852
1.6380 -1.4003 1.4969
-0.9262 0.1355 -0.1839
-0.6253 1.0504 -1.1898
0.7629 1.0455 0.6090
0.3198 -0.0243 0.2128
-1.1015 -0.6791 -0.7809
-0.9983 0.4978 -0.0593
0.2922 -0.8475 -0.2229
0.3444 0.0415 0.1499
1.0501 0.0843 -0.3130
-0.2287 0.2835 -0.0861
-0.7776 -0.3373 0.3716

Table of Löwdin atomic charges, one value per atom, all in e: 0.408, 0.117, 0.119, 0.067, 0.089, -0.055, -0.010, 0.047, 0.028, -0.005, 0.009, -0.053, -0.026, 0.011, -0.067, 0.064, 0.050, -0.040, 0.049, -0.056, -0.080, 0.076, 0.082, -0.041, 0.029, 0.083, -0.023, 0.069, 0.058



H20NO8 | ωB97M-V with the def2-TZVPD basis set

Its charge is +1. As for the lowest unoccupied orbital energy: -2.86 eV. For the calculated total energy, the calculation gives -18190.10562 eV. The value obtained for the frontier orbital gap is 11.20 eV. The energy above the lowest of the compared OMol25 structures with the same formula, charge and spin is 3.52 kcal per mole. The HOMO energy comes out at -14.057 eV.

Cartesian coordinates (Å):
N: -0.381587 0.277880 -0.181739
H: -1.115643 -0.398991 0.039511
H: -0.076122 0.730478 0.686561
H: -0.787939 0.977612 -0.842409
H: 0.404613 -0.159290 -0.671611
O: -2.784361 -0.065864 1.170403
H: -2.605979 0.376853 2.009993
H: -3.745771 -0.136022 1.127831
O: 2.831950 -0.015657 0.922607
H: 3.031215 0.846162 1.304373
H: 2.131662 -0.383361 1.486911
O: 0.180783 0.620448 2.631455
H: 0.023363 -0.019752 3.334964
H: 0.685121 1.328897 3.054564
O: 0.840774 -2.500868 2.085755
H: 0.262376 -2.473480 2.854225
H: 0.261006 -2.780601 1.346025
O: -1.837635 2.476791 -1.217992
H: -2.073148 2.749126 -2.113038
H: -1.223451 3.157076 -0.907356
O: 0.692297 2.258973 -2.886588
H: 0.086116 2.935420 -3.207391
H: 0.572157 1.519391 -3.493021
O: 1.758943 -0.904296 -1.940173
H: 1.798313 -1.050534 -2.893097
H: 2.652108 -1.096636 -1.618807
O: -0.511690 -2.622184 -0.323745
H: -1.209676 -3.156432 -0.725858
H: 0.140205 -2.491137 -1.032354

Force components x, y, z for each atom (eV/Å):
-0.1092 0.5157 -0.9383
0.1256 -0.0585 0.1544
-0.0290 -0.2797 -0.0865
0.0510 -0.0827 0.5702
0.2302 -0.0864 0.2022
-0.1269 0.0171 0.2251
-0.0184 -0.0380 -0.1123
0.1112 -0.0152 -0.0501
-0.4818 0.0213 0.0474
0.1160 -0.0982 -0.0629
0.2797 -0.1294 -0.0321
0.1105 0.3399 0.1932
0.0584 -0.0599 -0.1300
-0.1459 -0.0747 -0.0067
-0.3408 0.1506 -0.2506
0.0730 -0.2243 0.0117
0.3649 0.1705 0.3693
0.1207 0.1817 0.0106
-0.0979 -0.0468 0.1255
-0.1828 -0.0179 -0.0833
-0.1817 -0.1277 0.0753
0.1916 0.0141 -0.1287
0.1042 0.1076 -0.0188
-0.0697 -0.2838 -0.1041
0.0338 0.0056 0.1022
-0.1612 0.1890 0.1652
-0.1474 0.0160 -0.6345
0.1041 -0.0180 0.1625
0.0177 -0.0879 0.2240

Table of Löwdin atomic charges, one value per atom, all in e: 0.276, 0.078, 0.089, 0.090, 0.072, -0.045, 0.050, 0.065, -0.054, 0.041, 0.000, -0.046, 0.063, 0.074, -0.063, 0.034, 0.005, -0.049, 0.060, 0.066, -0.052, 0.035, 0.040, -0.047, 0.064, 0.068, -0.046, 0.080, 0.050



H20NeO10 | ωB97M-V with the def2-TZVPD basis set

Its charge is 0. As for the lowest unoccupied orbital energy: -0.65 eV. For the calculated total energy, the calculation gives -24308.90282 eV. The value obtained for the frontier orbital gap is 9.81 eV. The energy above the lowest of the compared OMol25 structures with the same formula, charge and spin is 12.53 kcal per mole. The HOMO energy comes out at -10.465 eV.

Cartesian coordinates (Å):
Ne: -0.179820 -0.113677 0.090605
O: 0.523140 -2.185217 -1.921135
H: 1.026850 -2.538517 -2.654415
H: -0.172380 -2.826757 -1.776535
O: 2.638580 0.773243 1.461585
H: 2.100340 0.258153 2.062595
H: 2.775470 0.197953 0.708905
O: -0.670020 -0.084797 -3.168875
H: -0.193770 -0.708887 -2.621205
H: -1.578360 -0.385427 -3.141005
O: -0.049470 2.758493 -2.692665
H: 0.623670 2.615153 -2.027415
H: -0.411400 1.888153 -2.859275
O: 1.144690 2.996923 0.461955
H: 1.876240 2.412353 0.660315
H: 1.159790 3.647093 1.164295
O: -0.764780 1.929983 2.541865
H: -0.323480 1.292963 3.103735
H: -0.092960 2.206143 1.918475
O: 0.121300 -2.796757 1.329025
H: 0.836710 -2.657687 1.949585
H: 0.504160 -3.338317 0.638845
O: -3.131700 0.895103 1.818625
H: -2.290710 1.234523 2.124825
H: -3.194600 1.192863 0.911095
O: -3.797150 -2.176627 1.403255
H: -3.382960 -1.321137 1.290055
H: -3.121040 -2.805767 1.151665
O: 2.804950 -0.702917 -0.951035
H: 2.088320 -1.290057 -1.191765
H: 3.130380 -0.366537 -1.785995

Force components x, y, z for each atom (eV/Å):
-0.0244 0.0560 -0.0057
0.3663 -0.1224 0.2201
0.1549 -0.1968 -0.4302
-0.3338 -0.1605 0.1890
0.0845 0.4580 0.5068
-0.1168 -0.0412 0.1648
0.1049 -0.3788 -0.7364
-0.1970 0.5299 -0.4368
0.1740 -0.2334 0.3121
-0.2840 0.0385 -0.0495
0.0297 0.4534 -0.1487
0.0901 0.1081 0.3441
-0.1031 -0.5057 -0.1230
-0.6029 0.1441 -0.0995
0.4496 -0.5806 0.2503
0.1225 0.4610 0.0140
-0.0131 0.0120 0.5477
0.0406 -0.1451 0.2733
0.3019 0.1729 -0.7922
-0.2791 0.0762 -0.0651
0.1470 -0.0094 0.2161
0.1723 -0.1391 -0.1261
-0.8809 -0.7283 -0.2587
0.5928 0.3507 0.1103
-0.0658 0.1792 -0.1866
-0.2466 -0.3464 -0.1346
0.1109 0.6422 0.2521
0.1718 -0.1706 0.0366
0.3363 0.0205 0.1390
-0.5097 -0.1982 0.1524
0.2072 0.2536 -0.1357

Table of Löwdin atomic charges, one value per atom, all in e: 0.041, -0.038, 0.081, 0.079, -0.045, 0.037, -0.008, -0.047, -0.027, 0.051, -0.062, -0.002, -0.023, -0.042, 0.001, 0.048, -0.029, 0.057, 0.004, -0.046, 0.034, 0.019, -0.056, -0.035, 0.036, -0.056, -0.012, 0.013, -0.031, -0.005, 0.061